Molecular formula: C4H8O2
Method: DFT, the ωB97M-V functional and the def2-TZVPD basis

relative energy (zero: lowest compared OMol25 entry of this formula, charge and spin): 96.12 kcal per mole
HOMO: -8.239 eV
gap between HOMO and LUMO: 9.153 eV
energy: -307.5593 Ha

```
14
Properties=species:S:1:pos:R:3:forces:R:3:nbo_charge:R:1
O -0.806 1.766 -0.652 -0.3520 -0.0192 0.0503 -0.87
C 0.604 0.611 -0.406 0.2131 -0.2665 0.2285 0.08
C 0.346 0.434 0.982 0.3578 -0.1958 -0.0233 -0.63
C -0.209 -0.978 1.120 -0.0185 -0.0333 0.2758 -0.07
O -0.655 -1.314 -0.196 -0.0464 -0.0634 -0.0272 -0.53
C 0.217 -0.671 -1.097 0.0871 0.1335 -0.2124 -0.12
H -1.548 1.272 -1.044 0.1341 0.1829 0.0642 0.48
H 1.372 1.255 -0.824 -0.1518 -0.0795 0.0607 0.23
H -0.679 1.376 0.469 -0.1224 0.1369 -0.3531 0.46
H 1.019 0.841 1.730 -0.1131 -0.0180 -0.0986 0.24
H -1.076 -1.067 1.781 0.1285 0.0161 -0.0769 0.19
H 0.552 -1.707 1.453 -0.0928 0.1275 -0.0633 0.16
H 1.144 -1.254 -1.250 -0.0981 0.0786 0.0396 0.18
H -0.281 -0.563 -2.065 0.0745 0.0003 0.1359 0.20
```
Forces are in eV/Å.